No. 1
{"formula": "C58H50GeMoNO7PSSi", "method": "the ωB97M-V functional and the def2-TZVPD basis", "total_charge": -2, "symbols": ["Mo", "O", "S", "O", "O", "C", "C", "C", "C", "C", "C", "P", "C", "C", "C", "C", "C", "C", "C", "C", "C", "C", "C", "C", "H", "H", "H", "H", "H", "H", "H", "H", "H", "H", "H", "H", "H", "H", "C", "Si", "C", "C", "C", "C", "C", "C", "C", "H", "H", "H", "H", "H", "H", "H", "H", "H", "H", "H", "O", "C", "O", "C", "C", "C", "C", "C", "C", "N", "O", "O", "H", "H", "H", "H", "C", "C", "C", "C", "C", "C", "H", "H", "H", "H", "H", "C", "Ge", "C", "C", "C", "C", "C", "C", "C", "C", "C", "C", "C", "C", "C", "C", "C", "C", "C", "C", "H", "H", "H", "H", "H", "H", "H", "H", "H", "H", "H", "H", "H", "H", "H", "H"], "coordinates": [[-0.0766, 0.3300, 0.7420], [-2.4000, -0.4166, -0.7162], [-1.9999, -0.7715, -2.0772], [-2.8099, -0.1667, -3.1068], [-0.5469, -0.6630, -2.2807], [-2.2329, -2.5356, -2.1235], [-3.2096, -3.1806, -2.8429], [-3.2797, -4.5676, -2.7948], [-2.3814, -5.2665, -1.9921], [-1.4108, -4.6042, -1.2636], [-1.3088, -3.2124, -1.3336], [0.0040, -2.2163, -0.5209], [1.3670, -2.5936, -1.6903], [2.6869, -2.5912, -1.2424], [3.7319, -2.8176, -2.1222], [3.4742, -3.0501, -3.4619], [2.1645, -3.0547, -3.9164], [1.1198, -2.8318, -3.0397], [0.3290, -3.4734, 0.8042], [-0.6091, -3.4152, 1.8306], [-0.5965, -4.3252, 2.8676], [0.3771, -5.3105, 2.9057], [1.3258, -5.3720, 1.9003], [1.2973, -4.4687, 0.8499], [-3.8845, -2.5885, -3.4434], [-4.0261, -5.1031, -3.3661], [-2.4457, -6.3465, -1.9407], [-0.7354, -5.1729, -0.6396], [2.9067, -2.4169, -0.1987], [4.7486, -2.8080, -1.7542], [4.2891, -3.2267, -4.1506], [1.9565, -3.2329, -4.9631], [0.1043, -2.8182, -3.4050], [-1.3714, -2.6466, 1.7940], [-1.3469, -4.2647, 3.6439], [0.4030, -6.0228, 3.7206], [2.0954, -6.1339, 1.9320], [2.0349, -4.5563, 0.0649], [-3.4244, 1.5346, 2.0810], [-2.0655, 0.1443, 2.2784], [-1.4294, 0.4248, 4.0958], [-3.3874, -1.2861, 2.4977], [-3.8458, -1.7245, 3.7405], [-4.9158, -2.5980, 3.8621], [-5.5530, -3.0832, 2.7325], [-5.0958, -2.6900, 1.4852], [-4.0364, -1.8056, 1.3767], [-4.1875, 1.4479, 2.8511], [-3.9090, 1.4111, 1.1162], [-3.0212, 2.5419, 2.1310], [-2.2266, 0.6118, 4.8079], [-0.7696, 1.2861, 4.1293], [-0.8553, -0.4285, 4.4453], [-3.3674, -1.3707, 4.6426], [-5.2724, -2.8924, 4.8449], [-6.4028, -3.7518, 2.8230], [-5.5812, -3.0628, 0.5907], [-3.7063, -1.4965, 0.3974], [2.4595, -1.9821, 2.8297], [2.3415, -1.1468, 1.9385], [1.1812, -0.7171, 1.5359], [3.5083, -0.5449, 1.2313], [3.3351, 0.1840, 0.0392], [4.4555, 0.7106, -0.5892], [5.7078, 0.5757, -0.0352], [5.8857, -0.1441, 1.1675], [4.7658, -0.7169, 1.7796], [7.1504, -0.2684, 1.7215], [7.3065, -0.9432, 2.7698], [8.1198, 0.2930, 1.1449], [2.3410, 0.3040, -0.4030], [4.3435, 1.2364, -1.5260], [6.5763, 1.0229, -0.4917], [4.8768, -1.2912, 2.6861], [1.3624, 4.2540, 3.5038], [2.1199, 3.0968, 3.5103], [1.7280, 1.9908, 2.7713], [0.5625, 1.9691, 1.9933], [-0.1920, 3.1506, 2.0557], [0.1863, 4.2687, 2.7729], [1.6781, 5.1299, 4.0540], [3.0324, 3.0596, 4.0930], [2.3754, 1.1197, 2.8112], [-1.1308, 3.1896, 1.5165], [-0.4345, 5.1565, 2.7526], [-0.4038, 1.5311, -0.7514], [0.1424, 2.2371, -2.4762], [-0.4918, 4.1469, -2.4964], [-0.4699, 4.9632, -3.6191], [-0.7660, 6.3131, -3.5303], [-1.0894, 6.8787, -2.3075], [-1.1289, 6.0766, -1.1804], [-0.8309, 4.7311, -1.2835], [2.0805, 2.7037, -2.6907], [2.7675, 2.5628, -3.8904], [4.0478, 3.0714, -4.0453], [4.6377, 3.7838, -3.0157], [3.9535, 3.9620, -1.8255], [2.6987, 3.4048, -1.6616], [-0.4453, 1.4297, -4.1986], [-1.6199, 1.8375, -4.8094], [-2.0500, 1.2531, -5.9874], [-1.3179, 0.2281, -6.5605], [-0.1589, -0.2090, -5.9396], [0.2726, 0.3872, -4.7686], [-1.4980, 1.7156, -0.6743], [-0.1967, 4.5333, -4.5744], [-0.7394, 6.9362, -4.4171], [-1.3213, 7.9351, -2.2352], [-1.3838, 6.4987, -0.2174], [-0.8328, 4.1086, -0.3997], [2.2888, 2.0549, -4.7202], [4.5847, 2.9283, -4.9779], [5.6313, 4.1928, -3.1441], [4.4075, 4.5358, -1.0296], [2.1709, 3.5321, -0.7253], [-2.2174, 2.6100, -4.3431], [-2.9721, 1.5822, -6.4489], [-1.6575, -0.2425, -7.4770], [0.4108, -1.0272, -6.3646], [1.1519, 0.0138, -4.2587]], "forces_ev_per_a": [[-3.4, 2.9, -2.9], [-0.4, -0.1, -0.6], [-0.6, 0.3, -0.1], [-0.2, -0.2, -0.2], [-0.7, -0.5, -0.6], [0.5, 0.3, 0.4], [-0.3, -0.2, -0.3], [0.2, 0.1, 0.2], [-0.3, -0.1, -0.3], [0.1, 0.3, 0.1], [-0.4, -0.3, -0.3], [0.4, -0.7, 0.9], [0.1, 0.1, 0.2], [-0.2, 0.0, -0.1], [0.1, 0.0, 0.0], [0.1, 0.0, -0.1], [0.0, -0.1, -0.1], [0.0, 0.0, 0.0], [0.1, 0.0, -0.1], [0.0, 0.1, 0.0], [-0.1, -0.1, 0.1], [0.1, -0.1, 0.1], [0.1, -0.2, 0.1], [0.0, 0.1, -0.1], [-0.1, 0.0, -0.1], [-0.1, 0.0, 0.0], [0.0, 0.0, 0.0], [0.0, 0.0, 0.0], [0.0, -0.1, -0.1], [0.1, 0.0, 0.0], [0.1, 0.0, 0.0], [0.0, 0.0, -0.1], [0.0, 0.0, -0.1], [0.0, 0.0, 0.1], [-0.1, 0.0, 0.1], [0.0, 0.0, 0.0], [0.0, 0.0, 0.0], [0.0, 0.0, 0.0], [0.6, -0.3, -0.2], [-0.6, 0.7, 1.2], [-0.2, -0.2, -0.6], [0.5, 0.1, -0.2], [0.2, 0.1, 0.1], [-0.2, -0.1, 0.2], [-0.1, -0.1, 0.0], [-0.2, -0.1, 0.0], [0.0, 0.0, -0.1], [-0.1, -0.2, 0.2], [-0.1, 0.0, -0.2], [0.1, 0.1, 0.0], [-0.4, 0.0, 0.2], [0.1, 0.1, -0.1], [0.2, -0.3, 0.1], [0.1, 0.1, 0.1], [0.1, 0.0, 0.0], [0.0, 0.0, 0.0], [0.0, 0.0, -0.1], [0.0, 0.0, -0.1], [0.4, 0.6, -0.7], [-0.7, -0.7, 1.2], [3.4, -1.9, 1.8], [0.0, 0.5, -0.6], [0.3, -0.3, 0.6], [-0.3, 0.0, -0.2], [0.6, -0.3, 0.8], [-2.9, 0.5, -1.5], [0.6, 0.0, 0.0], [3.9, -0.5, 1.6], [-0.4, 1.2, -1.9], [-1.7, -1.0, 1.0], [0.3, 0.0, 0.1], [0.0, 0.1, 0.0], [0.0, 0.0, -0.1], [-0.1, 0.0, 0.1], [0.1, 0.2, 0.2], [0.2, 0.1, 0.1], [0.0, -0.2, -0.1], [0.0, -0.2, 0.2], [-0.2, 0.1, -0.1], [0.0, 0.0, -0.1], [0.0, 0.1, 0.1], [0.1, 0.0, 0.0], [-0.1, 0.1, 0.1], [0.0, 0.0, 0.0], [-0.1, 0.1, 0.0], [0.8, -0.1, 0.1], [0.0, 0.7, 0.2], [0.0, -0.5, 0.0], [0.1, -0.1, -0.2], [0.0, 0.2, -0.2], [-0.1, 0.1, 0.0], [0.0, 0.2, 0.1], [0.0, -0.3, 0.2], [-0.5, -0.4, 0.0], [-0.1, -0.2, -0.2], [0.1, 0.0, -0.2], [0.2, 0.0, -0.1], [0.1, 0.1, 0.1], [-0.2, 0.1, 0.2], [0.2, 0.3, 0.6], [0.1, 0.3, 0.0], [-0.1, 0.0, -0.2], [-0.1, 0.0, -0.1], [0.2, -0.2, -0.1], [0.1, 0.0, 0.0], [0.2, -0.3, 0.2], [0.0, 0.0, -0.2], [0.0, 0.0, 0.0], [0.0, 0.0, 0.0], [0.0, 0.0, 0.1], [0.0, 0.0, 0.1], [0.1, 0.0, 0.0], [-0.1, 0.0, 0.0], [0.1, 0.1, 0.0], [0.0, 0.0, 0.1], [0.0, 0.0, 0.2], [-0.1, 0.1, 0.0], [-0.1, 0.0, 0.0], [0.0, 0.0, 0.0], [0.0, 0.0, 0.0], [0.1, -0.1, -0.1]], "lowdin_charge": [1.074, -0.438, 0.436, -0.290, -0.470, -0.268, -0.055, -0.087, -0.088, -0.055, -0.299, 1.106, -0.298, -0.110, -0.085, -0.104, -0.090, -0.079, -0.357, -0.095, -0.067, -0.102, -0.098, -0.101, 0.108, 0.091, 0.094, 0.102, 0.088, 0.101, 0.091, 0.095, 0.103, 0.065, 0.101, 0.090, 0.093, 0.094, -0.211, 0.592, -0.230, -0.292, -0.116, -0.123, -0.130, -0.099, -0.109, 0.012, 0.010, -0.008, 0.002, -0.004, 0.013, 0.080, 0.086, 0.084, 0.092, 0.066, 0.080, -0.573, -0.334, -0.140, 0.020, -0.033, 0.026, -0.165, 0.086, -0.325, 0.043, 0.024, 0.109, 0.094, 0.113, 0.130, -0.145, -0.127, -0.129, -0.281, -0.183, -0.123, 0.078, 0.085, 0.072, 0.050, 0.087, -0.421, 0.977, -0.253, -0.118, -0.115, -0.121, -0.096, -0.104, -0.255, -0.109, -0.108, -0.122, -0.106, -0.121, -0.281, -0.129, -0.103, -0.109, -0.095, -0.139, -0.002, 0.096, 0.089, 0.088, 0.095, 0.063, 0.083, 0.093, 0.090, 0.100, 0.107, 0.103, 0.094, 0.089, 0.091, 0.097]}

No. 2
{"formula": "C58H51F7O6", "method": "the ωB97M-V functional and the def2-TZVPD basis", "total_charge": 0, "e_above_lowest_ev": 0.0000, "smiles": "CC(=O)OCCCc1c(COO)ccc2c1C(=O)C=CC2=O.Fc1ccccc1.Fc1ccccc1.Fc1ccccc1.Fc1ccccc1.Fc1ccccc1.Fc1ccccc1.Fc1ccccc1", "symbols": ["C", "C", "O", "O", "C", "C", "C", "C", "C", "C", "O", "O", "C", "C", "C", "C", "C", "O", "C", "C", "C", "O", "H", "H", "H", "H", "H", "H", "H", "H", "H", "H", "H", "H", "H", "H", "H", "H", "F", "C", "C", "C", "C", "C", "C", "H", "H", "H", "H", "H", "F", "C", "C", "C", "C", "C", "C", "H", "H", "H", "H", "H", "F", "C", "C", "C", "C", "C", "C", "H", "H", "H", "H", "H", "F", "C", "C", "C", "C", "C", "C", "H", "H", "H", "H", "H", "F", "C", "C", "C", "C", "C", "C", "H", "H", "H", "H", "H", "F", "C", "C", "C", "C", "C", "C", "H", "H", "H", "H", "H", "F", "C", "C", "C", "C", "C", "C", "H", "H", "H", "H", "H"], "coordinates": [[-0.6499, -2.0447, 2.5075], [-1.0518, -2.8809, 1.3257], [-1.8739, -2.5470, 0.5201], [-0.4437, -4.0989, 1.2182], [0.9793, -4.0426, 1.0091], [1.2849, -3.4925, -0.3865], [2.4103, -2.4529, -0.3476], [1.9328, -1.1058, 0.1246], [0.9696, -0.3905, -0.6047], [0.4162, -0.8859, -1.9331], [0.3629, 0.1849, -2.8646], [1.7218, 0.5209, -3.1548], [0.4814, 0.8364, -0.1493], [0.9595, 1.4205, 1.0027], [1.9430, 0.7469, 1.7128], [2.4206, -0.5036, 1.3054], [3.4314, -1.1318, 2.2112], [3.4748, -2.3173, 2.4527], [4.3575, -0.1818, 2.8868], [3.9086, 1.0195, 3.2498], [2.4951, 1.3646, 2.9498], [1.8313, 2.0653, 3.6801], [-1.3306, -1.2070, 2.6037], [-0.6346, -2.6693, 3.3974], [0.3709, -1.6886, 2.3576], [1.3297, -5.0634, 1.1214], [1.4679, -3.4570, 1.7888], [1.5862, -4.3101, -1.0431], [0.3564, -3.1036, -0.7971], [2.8441, -2.3427, -1.3451], [3.1950, -2.8385, 0.2949], [-0.6066, -1.2430, -1.8053], [1.0255, -1.6920, -2.3351], [1.8547, 1.3132, -2.6142], [-0.2821, 1.3423, -0.7256], [0.5911, 2.3660, 1.3712], [5.3734, -0.4884, 3.0937], [4.5205, 1.7574, 3.7495], [-1.9317, -3.2733, -3.8368], [-2.5905, -2.1970, -4.3153], [-1.8621, -1.1704, -4.8792], [-2.5380, -0.0624, -5.3652], [-3.9217, 0.0087, -5.2771], [-4.6317, -1.0399, -4.7063], [-3.9673, -2.1576, -4.2209], [-0.7836, -1.2359, -4.9259], [-1.9781, 0.7515, -5.8072], [-4.4444, 0.8800, -5.6493], [-5.7097, -0.9870, -4.6327], [-4.4996, -2.9853, -3.7723], [-1.7290, -1.6961, 5.4291], [-3.0531, -1.4654, 5.2947], [-3.8228, -2.4014, 4.6337], [-5.1817, -2.1615, 4.4944], [-5.7451, -1.0019, 5.0094], [-4.9460, -0.0776, 5.6673], [-3.5855, -0.3047, 5.8158], [-3.3614, -3.2954, 4.2358], [-5.8012, -2.8845, 3.9814], [-6.8053, -0.8193, 4.8969], [-5.3824, 0.8286, 6.0661], [-2.9435, 0.4006, 6.3260], [-4.5002, 4.3640, -4.3964], [-3.2282, 4.5626, -4.7988], [-2.2672, 3.6363, -4.4485], [-0.9619, 3.8408, -4.8714], [-0.6391, 4.9615, -5.6247], [-1.6225, 5.8831, -5.9594], [-2.9330, 5.6837, -5.5481], [-2.5398, 2.7712, -3.8578], [-0.1984, 3.1185, -4.6120], [0.3815, 5.1139, -5.9494], [-1.3740, 6.7591, -6.5420], [-3.7183, 6.3826, -5.8024], [5.3478, 0.3131, 6.1054], [4.3034, 0.1097, 6.9414], [3.1028, -0.3266, 6.4198], [2.0417, -0.5379, 7.2884], [2.1911, -0.3051, 8.6485], [3.4093, 0.1382, 9.1448], [4.4812, 0.3470, 8.2889], [3.0020, -0.5006, 5.3600], [1.0946, -0.8857, 6.8974], [1.3596, -0.4691, 9.3206], [3.5287, 0.3234, 10.2039], [5.4413, 0.6857, 8.6538], [-2.0190, 2.2613, 1.1714], [-2.6145, 2.0760, 2.3713], [-1.8224, 2.0427, 3.5023], [-2.4392, 1.8610, 4.7316], [-3.8167, 1.7096, 4.8106], [-4.5855, 1.7391, 3.6555], [-3.9852, 1.9272, 2.4188], [-0.7482, 2.1573, 3.4222], [-1.8367, 1.8401, 5.6303], [-4.2907, 1.5677, 5.7726], [-5.6587, 1.6149, 3.7140], [-4.5632, 1.9602, 1.5053], [-0.7146, 8.4348, -8.1203], [0.0848, 7.8254, -9.0230], [-0.0481, 8.1537, -10.3564], [0.7782, 7.5267, -11.2778], [1.7109, 6.5871, -10.8601], [1.8210, 6.2734, -9.5126], [1.0048, 6.8973, -8.5803], [-0.7849, 8.8850, -10.6596], [0.6917, 7.7748, -12.3271], [2.3500, 6.1002, -11.5840], [2.5436, 5.5391, -9.1831], [1.0809, 6.6719, -7.5257], [2.1275, -6.6836, 2.3812], [3.1673, -7.2572, 1.7381], [4.4477, -6.9927, 2.1793], [5.5107, -7.5818, 1.5102], [5.2816, -8.4107, 0.4200], [3.9825, -8.6549, -0.0038], [2.9087, -8.0773, 0.6589], [4.6007, -6.3377, 3.0263], [6.5221, -7.3913, 1.8432], [6.1148, -8.8652, -0.0986], [3.8011, -9.2974, -0.8548], [1.8872, -8.2567, 0.3510]], "forces_ev_per_a": [[0.2, -0.3, -0.1], [0.0, 0.1, -0.1], [-0.2, 0.0, 0.0], [0.0, 0.0, 0.0], [-0.1, -0.1, 0.0], [0.3, -0.3, 0.2], [-0.1, 0.0, -0.4], [0.0, 0.4, 0.6], [-0.1, 0.0, 0.0], [0.4, 0.2, 0.5], [-0.2, -0.1, -0.1], [0.0, 0.1, -0.1], [0.0, -0.1, -0.2], [0.2, -0.4, 0.3], [0.0, 0.0, 0.0], [-0.3, 0.0, -0.4], [-0.1, 0.0, 0.0], [0.2, -0.2, -0.1], [0.1, 0.6, 0.0], [0.1, -0.1, -0.3], [0.0, -0.2, 0.1], [0.0, 0.3, -0.1], [0.0, 0.1, 0.1], [-0.1, 0.1, 0.1], [-0.1, 0.1, 0.0], [-0.1, 0.0, 0.0], [-0.1, 0.1, 0.0], [0.0, 0.0, 0.0], [0.0, 0.1, -0.1], [0.0, 0.0, 0.0], [0.1, 0.1, 0.0], [-0.1, 0.1, -0.2], [0.0, 0.0, -0.2], [0.0, 0.0, 0.1], [0.0, 0.0, 0.0], [-0.1, 0.0, -0.1], [-0.1, -0.3, 0.1], [0.0, -0.1, 0.3], [0.0, 0.0, 0.0], [-0.1, 0.1, 0.0], [0.2, 0.0, 0.0], [-0.1, 0.0, 0.0], [0.0, 0.0, 0.0], [0.1, 0.0, 0.0], [-0.1, 0.0, 0.0], [0.0, 0.0, 0.0], [0.0, 0.0, 0.0], [0.0, 0.0, 0.0], [0.0, 0.0, 0.0], [0.0, 0.0, 0.0], [0.1, 0.1, 0.1], [-0.3, 0.2, 0.2], [-0.2, -0.1, -0.2], [0.2, -0.1, -0.1], [0.1, 0.2, 0.4], [-1.5, -2.7, 0.8], [0.2, -1.9, 1.0], [0.0, 0.0, 0.0], [0.0, 0.0, 0.0], [0.0, 0.0, 0.0], [-0.9, -1.0, 0.3], [-0.1, -0.7, 0.2], [0.0, 0.0, 0.0], [0.1, 0.0, 0.0], [0.0, -0.2, 0.1], [0.0, 0.1, 0.0], [0.0, 0.0, 0.0], [0.0, -0.1, 0.0], [-0.1, 0.1, 0.0], [0.0, 0.0, 0.0], [0.0, 0.0, 0.0], [0.0, 0.0, 0.0], [0.0, 0.0, 0.0], [0.0, 0.0, 0.0], [0.0, 0.0, 0.0], [-0.1, 0.0, 0.1], [0.0, 0.0, 0.0], [0.0, 0.0, 0.1], [0.0, 0.0, 0.0], [0.0, 0.0, 0.0], [0.1, 0.0, 0.0], [0.0, 0.0, 0.0], [0.0, 0.0, 0.0], [0.0, 0.0, 0.0], [0.0, 0.0, 0.0], [0.0, 0.0, 0.0], [0.0, 0.0, -0.1], [0.0, -0.1, 0.1], [0.1, 0.0, 0.1], [0.1, 0.7, -0.6], [0.7, 2.8, -0.9], [0.2, 0.5, -0.1], [0.0, 0.0, 0.0], [0.0, 0.0, 0.0], [0.1, 0.1, -0.1], [1.2, 2.3, -1.0], [0.0, 0.0, 0.0], [0.0, 0.0, 0.0], [0.0, 0.0, 0.0], [0.1, 0.0, -0.1], [-0.1, 0.1, 0.0], [0.0, 0.0, 0.0], [0.0, 0.0, 0.0], [0.0, 0.0, -0.1], [0.0, 0.0, 0.1], [0.0, 0.0, 0.0], [0.0, 0.0, 0.0], [0.0, 0.0, 0.0], [0.0, 0.0, 0.0], [0.0, 0.0, 0.0], [0.0, -0.1, 0.1], [0.0, 0.0, 0.0], [0.0, 0.1, 0.1], [0.0, 0.0, 0.0], [0.0, 0.0, 0.0], [0.0, 0.0, 0.0], [-0.1, 0.0, 0.0], [0.0, 0.0, 0.0], [0.0, 0.0, 0.0], [0.0, 0.0, 0.0], [0.0, 0.0, 0.0], [0.0, 0.0, 0.0]], "lowdin_charge": [0.037, -0.525, 0.126, -0.017, -0.143, -0.126, -0.119, -0.086, -0.120, -0.148, -0.158, -0.009, 0.005, 0.009, -0.095, -0.047, -0.320, 0.105, 0.026, 0.016, -0.338, 0.113, 0.088, 0.090, 0.071, 0.107, 0.103, 0.122, 0.097, 0.125, 0.106, 0.138, 0.118, 0.098, 0.125, 0.117, 0.127, 0.126, 0.053, -0.286, -0.022, -0.083, -0.095, -0.082, -0.015, 0.115, 0.102, 0.101, 0.104, 0.118, 0.050, -0.254, -0.005, -0.067, -0.071, -0.147, -0.054, 0.119, 0.107, 0.108, 0.115, 0.115, 0.054, -0.285, -0.022, -0.080, -0.093, -0.072, -0.010, 0.115, 0.102, 0.087, 0.084, 0.119, 0.045, -0.276, -0.008, -0.070, -0.093, -0.084, -0.018, 0.099, 0.102, 0.101, 0.104, 0.117, 0.046, -0.274, 0.009, -0.071, -0.177, -0.055, 0.006, 0.097, 0.117, 0.067, 0.115, 0.120, 0.047, -0.283, -0.016, -0.082, -0.095, -0.078, -0.019, 0.118, 0.105, 0.101, 0.106, 0.101, 0.046, -0.289, -0.014, -0.083, -0.097, -0.084, -0.017, 0.120, 0.105, 0.100, 0.105, 0.119]}

Per-record E, Eh: -5995.69596; -3391.04361